Record 1
# H2N3O2

A cluster of 2 separate species, H2N3O2 in total (the ωB97M-V functional and the def2-TZVPD basis, the Open Molecules 2025 dataset).

```
7
Properties=species:S:1:pos:R:3:forces:R:3:mulliken_charge:R:1
H 0.824578 1.032442 0.977618 -1.114 -0.763 -1.729 0.122
N 0.469226 0.646117 0.023531 -1.759 -1.378 2.037 -0.604
O -3.666084 0.330028 -0.080224 -1.003 -1.155 -0.558 -0.688
N -1.821843 0.996002 0.097126 3.788 0.881 -0.366 -0.459
H 0.293191 -0.402297 0.251902 0.392 2.085 -0.385 0.189
O -2.094340 -1.231339 0.148899 0.304 -1.334 -0.567 -0.673
N -2.455079 -0.081852 -0.012024 -0.609 1.664 1.567 1.114
```
Forces are in eV/Å.

## Properties
LUMO level, eV: 4.135
E, Eh: -315.7431
Spin multiplicity: 1
Energy above the lowest of the compared OMol25 structures with the same formula, charge and spin, kcal/mol: 104.1
Total charge: -1



Record 2
# C10H40F6NO8P

A cluster of 10 separate species, C10H40F6NO8P in total (the ωB97M-V functional and the def2-TZVPD basis, the Open Molecules 2025 dataset).

```
66
Properties=species:S:1:pos:R:3:forces:R:3:mulliken_charge:R:1
H 1.873194 1.192683 1.885569 -0.024 -0.038 0.028 0.070
C -1.429953 0.818804 -3.665814 0.643 0.682 0.327 0.027
H 4.160658 -1.086209 0.756994 0.145 0.016 0.173 0.101
F -0.931587 -1.017061 0.168543 0.158 -0.132 -0.091 -0.532
H -2.303993 2.679614 2.619405 -0.086 -0.050 0.001 0.281
O -4.277329 3.502829 0.001975 0.073 -0.040 0.063 -0.574
C -2.516937 1.951448 -0.044726 0.452 0.051 -0.735 -0.868
H -3.271083 -1.611273 -0.458400 0.131 -0.083 0.041 0.190
H 0.195853 2.699694 0.896334 -0.044 0.189 -0.011 -0.600
C 1.289038 -2.983688 -4.433883 0.190 -0.247 0.190 -0.512
H -1.462790 0.922929 -2.576732 -0.129 -0.039 -0.024 -0.121
C 4.379141 -0.197499 0.172800 -0.349 0.390 -0.831 -0.112
F 0.940941 -1.687681 1.279816 -0.033 0.018 0.142 -0.445
H 2.175963 -4.255282 1.352670 -0.242 0.145 -0.161 0.281
H -0.772145 -0.025533 -3.863512 -0.581 -0.376 -0.309 -0.019
F 1.088251 -0.143076 -0.386039 0.187 -0.180 -0.127 -0.274
F 1.877322 -2.293434 -0.698056 0.346 -0.181 -0.015 -0.369
H -1.941885 -1.513818 2.936685 -0.172 0.088 -0.195 0.429
C -2.944646 3.333174 2.023030 0.137 -0.146 -0.028 -1.329
H -1.984646 1.125949 0.424910 -0.116 0.003 0.124 0.246
H -2.973069 1.594459 -0.971298 -0.223 -0.221 0.209 0.270
H 1.106290 4.990379 0.053175 0.013 -0.029 -0.038 0.396
H -2.331940 4.155949 1.648941 -0.048 0.046 0.035 0.334
O 2.257641 -3.404693 2.794578 -0.127 -0.008 -0.092 -0.775
N 1.859747 -4.825859 0.529708 0.514 -0.766 0.660 -0.271
H 1.855895 -3.534225 -5.184443 -0.020 0.129 -0.087 0.279
H -4.905783 3.984116 0.548850 0.007 -0.004 0.008 0.322
O 2.191630 -2.096106 -3.800413 0.057 0.007 -0.150 -0.531
H -4.589531 -2.640420 0.195133 -0.066 0.171 -0.220 0.316
H 2.687018 -5.060908 -0.015367 -0.184 0.233 -0.340 0.394
C 1.376326 4.504247 0.989061 -0.104 0.255 0.202 -1.623
O 5.360175 0.590571 0.826377 0.044 -0.207 0.133 -0.556
C -3.546255 2.592185 0.843699 -0.331 0.166 -0.167 0.454
H -4.320555 -1.013396 0.833299 0.054 0.018 0.061 0.110
H 1.441100 1.767566 -0.643838 0.058 0.013 0.100 0.312
H 1.676754 -2.699152 2.466274 0.055 0.184 0.117 0.413
H -1.774145 2.675374 -0.400067 -0.037 0.122 0.313 0.396
H 0.456703 -2.468831 -4.916661 -0.031 0.015 -0.010 0.215
O -2.722615 0.708097 -4.242575 0.372 -0.348 0.047 -0.539
C 1.989143 2.270826 1.988862 -0.137 0.352 -0.161 -1.116
H -3.193330 1.509633 -4.003319 -0.111 0.020 -0.027 0.318
H 5.531502 1.358455 0.275272 -0.033 0.036 0.023 0.307
H 1.515805 -5.692372 0.944805 -0.141 0.029 -0.167 0.422
H 2.400374 4.774978 1.254176 0.008 0.049 -0.114 0.383
H 0.895366 -3.732440 -3.733075 -0.110 0.149 0.003 0.202
C 1.246960 3.009091 0.873137 0.251 -0.825 -0.215 1.777
H 2.408924 -3.217746 3.723890 0.098 -0.108 0.050 0.350
O -1.387814 -0.800584 3.278405 0.194 0.006 0.158 -0.701
H 3.451596 0.359010 0.009581 -0.004 -0.014 0.322 -0.029
P 0.477834 -1.624353 -0.285865 -0.717 0.862 0.035 1.769
F -0.156480 -3.145336 -0.107638 -0.003 -0.144 -0.214 -0.622
O 1.799805 2.626956 -0.401310 -0.093 0.262 0.087 -0.627
H 3.050603 2.516114 1.918876 0.016 -0.064 0.081 0.276
H -0.882849 1.685939 -4.057469 -0.166 0.055 0.000 0.336
C -3.825725 -1.896087 0.435472 -0.173 -0.368 0.299 -0.441
H 1.708362 -1.572691 -3.153917 -0.058 -0.089 0.020 0.280
F 0.041000 -1.579574 -1.827222 -0.077 -0.243 0.074 -0.497
H 1.611283 2.583914 2.965313 0.040 -0.073 0.018 0.439
H -2.620499 -3.258606 1.184634 0.032 0.063 -0.155 0.233
H -0.851870 -0.560395 2.515333 -0.031 0.002 -0.009 0.232
H 1.110644 -4.366435 -0.010495 0.184 0.302 0.068 0.223
H -4.250460 1.822982 1.186910 0.120 -0.014 0.137 0.050
H 0.716363 4.889479 1.769553 0.053 -0.032 0.041 0.356
O -2.998027 -2.425095 1.475401 -0.070 0.080 0.067 -0.460
H 4.691111 -0.493373 -0.838154 0.206 -0.209 0.200 0.312
H -3.728388 3.725794 2.672816 0.031 0.076 0.031 0.440
```
Forces are in eV/Å.

## Properties
LUMO level, eV: -0.661
E, Eh: -2002.3852
Spin multiplicity: 1
Energy above the lowest of the compared OMol25 structures with the same formula, charge and spin, kcal/mol: 18.6



Record 3
# C24H26INO4

A cluster of 2 separate species, C24H26INO4 in total (the ωB97M-V functional and the def2-TZVPD basis, the Open Molecules 2025 dataset).

```
56
Properties=species:S:1:pos:R:3:forces:R:3:mulliken_charge:R:1
C -1.073471 4.295579 1.728223 0.368 -0.018 0.166 -0.843
H 1.671832 -2.543286 -0.915163 -0.036 0.013 -0.019 0.543
H 1.081929 -6.504451 -3.814081 -0.009 0.012 -0.007 0.479
H -2.477478 4.508215 4.382902 0.235 0.264 0.488 0.338
H -2.155786 1.520580 1.352639 0.006 -0.093 -0.010 0.171
C 1.223614 -5.649655 -3.166878 0.034 -0.010 0.018 -0.603
H 3.915131 3.554713 2.425742 -0.059 -0.002 -0.098 0.401
C -0.076659 1.951300 1.674698 0.076 0.000 -0.063 -1.038
H -0.496274 4.804175 0.958747 -0.097 -0.070 -0.055 0.414
H 1.590012 2.367798 3.923672 0.037 0.037 -0.111 0.115
H -1.898410 -0.218852 -3.387990 0.012 -0.009 0.003 0.488
H 2.740453 -6.560360 -1.962857 0.002 0.006 -0.001 0.397
H -1.979812 3.848294 1.307018 0.042 0.074 -0.024 0.287
C -1.243352 0.967621 1.608426 -0.049 0.010 -0.128 -0.395
C 3.178842 2.750992 2.501767 0.039 0.010 0.063 -0.267
H -3.834285 -2.143370 -6.696514 0.000 0.002 0.005 0.404
C -1.218965 -2.184616 -3.859017 0.023 0.004 0.012 0.201
H 4.800637 1.303254 2.571658 -0.043 -0.017 0.013 0.392
C -1.487346 5.237277 2.831821 0.041 -0.085 0.341 0.318
O -0.632535 -5.467605 -5.249898 -0.007 -0.007 0.006 -0.662
H 0.824840 1.422713 1.996675 -0.120 0.038 0.099 0.061
C 0.457036 -4.511531 -3.386978 -0.011 -0.003 -0.025 0.306
C 1.552805 -3.419222 -1.538415 0.045 -0.029 0.047 -0.614
H -1.890821 -0.910902 2.465503 -0.023 0.025 -0.002 0.529
C -0.964683 3.177750 3.826656 -0.091 0.039 0.367 -0.470
H -2.405440 0.470066 3.409316 0.103 0.031 0.038 0.510
O -0.073156 -1.193720 -2.051148 0.010 -0.005 0.062 -0.669
C -1.360777 -3.292092 -4.695982 0.002 -0.026 0.007 0.294
C -0.522108 -4.512272 -4.512855 0.006 0.035 0.018 0.536
C 2.313705 -4.555789 -1.323679 0.002 0.020 -0.003 -0.539
H -0.268324 2.925090 4.626111 -0.059 -0.057 -0.047 0.166
C 2.016996 3.219258 3.379490 -0.036 -0.093 0.034 -0.517
C -1.590960 0.075121 2.807995 -0.173 0.008 -0.059 -1.235
C 0.617395 -3.393807 -2.566130 -0.024 0.021 0.010 0.180
O 1.020868 3.889293 2.620832 0.009 0.254 -0.060 -0.523
H -1.751903 2.419583 3.825995 0.026 0.098 -0.067 0.244
H 4.037714 1.601014 4.133220 0.024 -0.002 -0.039 0.293
C -2.302356 -3.272675 -5.718158 -0.028 0.022 -0.017 -0.597
O -1.764196 6.396103 2.725648 -0.346 0.357 -0.113 -0.587
C -2.964154 -1.055140 -5.063087 0.009 0.007 0.016 -0.519
C 3.845076 1.497552 3.061687 0.040 -0.015 -0.002 -1.169
H -3.591606 -0.185172 -5.206756 0.003 -0.003 -0.004 0.401
C 2.146789 -5.672170 -2.135557 -0.008 -0.008 -0.014 -0.465
H 0.123468 2.275997 0.648188 0.077 -0.103 0.023 0.307
H 2.375979 3.933991 4.125841 -0.019 -0.088 0.035 0.407
C -0.244938 3.253368 2.466385 -0.010 -0.145 0.046 1.714
H -2.393201 -4.140431 -6.357234 0.009 -0.004 0.012 0.476
H -1.046177 0.305903 0.761684 0.024 0.059 0.014 0.300
C -3.101425 -2.157017 -5.900361 0.007 -0.017 -0.006 -0.469
C -0.209263 -2.168067 -2.760786 -0.028 -0.010 -0.047 0.622
H 2.799956 2.566813 1.493498 0.046 0.006 0.048 0.251
I -0.027322 -0.334196 4.206618 0.101 -0.098 0.014 0.009
H 3.211107 0.617283 2.922971 -0.004 0.056 0.052 0.243
N -1.514278 4.531010 4.065940 -0.152 -0.508 -1.008 -0.430
C -2.024745 -1.067453 -4.046419 -0.023 0.019 -0.029 -0.594
H 3.040019 -4.573856 -0.521624 -0.004 -0.003 -0.002 0.404
```
Forces are in eV/Å.

## Properties
LUMO level, eV: -1.147
E, Eh: -1583.5695
Spin multiplicity: 1



| no. | molar mass (g mol⁻¹) | Kohn-Sham gap (eV) |
| --- | --- | --- |
| 1 | 76.03 | 7.81 |
| 2 | 447.39 | 8.94 |
| 3 | 519.38 | 8.31 |